C50H58BFN3NaO6Sb2 as an isolated structure. Source: OMol25; level of theory: the ωB97M-V functional and the def2-TZVPD basis.

Output
LUMO level ... -1.84 eV
HOMO energy ... -4.513 eV
Total charge ... 0
M ... 1093.3 g/mol
Calculated total energy ... -90429.6993 eV
Energy relative to the best compared isomer or geometry (same formula, charge and spin) ... 206.2 kJ/mol
Max |F| ... 1.48 eV Å⁻¹
2S+1 ... 1

Atoms and positions in Å:
Na  0.538  -1.107  1.454
C  1.637  2.814  -0.755
C  0.363  3.538  -1.184
C  -0.982  2.860  -0.862
Sb  -1.734  1.516  -2.388
C  -3.679  1.261  -1.525
C  -4.501  2.341  -1.216
C  -5.742  2.149  -0.627
C  -6.183  0.864  -0.343
C  -5.381  -0.224  -0.656
C  -4.139  -0.023  -1.247
C  -2.363  3.053  -3.742
C  -3.157  2.674  -4.825
C  -3.615  3.608  -5.742
C  -3.278  4.946  -5.596
C  -2.489  5.339  -4.528
C  -2.039  4.400  -3.606
Sb  1.926  0.802  -1.527
C  2.052  1.491  -3.601
C  1.322  0.821  -4.578
C  1.347  1.225  -5.909
C  2.109  2.319  -6.285
C  2.849  2.999  -5.326
C  2.818  2.585  -4.002
C  4.058  0.791  -1.342
C  4.828  1.876  -0.949
C  6.215  1.782  -0.890
C  6.846  0.600  -1.237
C  6.085  -0.493  -1.629
C  4.704  -0.399  -1.669
H  1.703  2.707  0.329
H  2.491  3.412  -1.075
H  0.445  3.744  -2.256
H  0.363  4.529  -0.704
H  -1.767  3.610  -0.731
H  -0.945  2.272  0.056
H  -4.176  3.351  -1.446
H  -6.368  3.001  -0.393
H  -7.151  0.711  0.117
H  -5.720  -1.229  -0.442
H  -3.518  -0.883  -1.469
H  -3.431  1.633  -4.961
H  -4.231  3.290  -6.573
H  -3.627  5.676  -6.316
H  -2.218  6.381  -4.409
H  -1.430  4.736  -2.779
H  0.712  -0.034  -4.300
H  0.767  0.685  -6.647
H  2.129  2.640  -7.319
H  3.457  3.849  -5.613
H  3.421  3.121  -3.275
H  4.365  2.809  -0.660
H  6.799  2.636  -0.568
H  7.926  0.522  -1.193
H  6.569  -1.426  -1.888
H  4.122  -1.275  -1.932
F  0.307  5.933  2.199
C  0.071  4.941  3.104
C  0.103  3.645  2.676
C  -0.162  2.615  3.572
C  -0.125  1.218  3.058
O  0.254  0.996  1.910
C  -0.515  0.213  4.023
C  -0.740  0.579  5.301
N  -0.743  1.867  5.772
C  -0.978  2.127  7.167
C  -2.066  1.366  7.855
C  -2.248  2.829  7.562
C  -0.461  2.902  4.905
C  -0.444  4.241  5.329
C  -0.205  5.272  4.438
N  -0.268  6.610  4.939
C  0.454  7.714  4.348
C  -0.343  8.518  3.327
N  -1.670  8.909  3.945
C  -2.417  7.702  4.464
C  -1.533  7.028  5.499
C  -0.719  -1.274  3.680
O  -0.474  -2.080  4.569
O  -1.179  -1.478  2.513
H  0.313  3.407  1.644
H  -0.937  -0.193  6.033
H  -0.086  2.347  7.744
H  -1.882  1.058  8.873
H  -2.641  0.673  7.261
H  -2.205  3.534  8.379
H  -2.928  3.074  6.758
H  -0.606  4.477  6.371
H  1.375  7.365  3.884
H  0.746  8.386  5.166
H  -0.598  7.938  2.447
H  0.154  9.442  3.037
H  -2.235  9.415  3.263
H  -1.507  9.554  4.722
H  -2.596  7.061  3.600
H  -3.365  8.061  4.865
H  -2.065  6.174  5.914
H  -1.353  7.724  6.331
C  6.063  -0.919  2.280
C  4.728  -0.392  2.794
C  4.970  0.861  3.628
O  3.953  -0.007  1.656
B  2.951  -0.967  1.340
O  2.939  -1.873  2.450
C  3.848  -1.471  3.486
C  3.000  -0.936  4.635
C  4.604  -2.708  3.948
H  6.537  -0.136  1.687
H  5.919  -1.779  1.627
H  6.739  -1.204  3.089
H  5.598  1.546  3.056
H  5.481  0.637  4.568
H  4.034  1.369  3.853
H  2.452  -0.039  4.343
H  3.617  -0.691  5.505
H  2.265  -1.690  4.919
H  5.110  -3.199  3.121
H  3.894  -3.415  4.379
H  5.345  -2.463  4.714
O  -2.647  0.703  1.491
H  -3.499  0.357  1.203
H  -2.157  -0.068  1.846

Mulliken atomic charge list, values in e, 6 entries:
1. Na 0.63
2. C -1.29
3. C -0.78
4. C -0.98
5. Sb 0.91
6. C 0.33

The molecule C5H7NO. Source: OMol25; level of theory: the ωB97M-V functional and the def2-TZVPD basis.

Output
LUMO level ... 0.12 eV
HOMO energy ... -8.815 eV
Total charge ... 0
M ... 97.1 g/mol
Calculated total energy ... -8832.2255 eV
Energy relative to the best compared isomer or geometry (same formula, charge and spin) ... 383.8 kJ/mol
Max |F| ... 4.33 eV Å⁻¹
2S+1 ... 1

Atoms and positions in Å:
C  1.137  -0.683  1.293
C  -0.039  -1.270  0.815
C  -0.996  -0.903  -0.129
C  -1.264  0.321  -0.871
C  -0.842  1.599  -0.669
H  2.326  0.816  -0.960
H  1.348  -0.564  2.423
H  -0.147  -2.296  1.275
H  -1.876  -1.637  -0.171
H  -1.829  0.216  -1.804
H  -1.322  2.363  -1.334
H  -0.263  1.940  0.182
N  1.967  0.034  0.659
O  1.800  0.063  -0.709

natural (NBO) atomic charge list, values in e, 6 entries:
1. C -0.03
2. C -0.26
3. C -0.17
4. C -0.25
5. C -0.35
6. H 0.48

An isolated ion of composition C5H15N6O2S and charge +1. Source: OMol25; level of theory: the ωB97M-V functional and the def2-TZVPD basis.

Output
LUMO level ... -2.87 eV
HOMO energy ... -12.168 eV
Total charge ... +1
M ... 223.3 g/mol
Calculated total energy ... -29288.1104 eV
Energy relative to the best compared isomer or geometry (same formula, charge and spin) ... 0.0 kJ/mol
Max |F| ... 4.91 eV Å⁻¹
2S+1 ... 1

Atoms and positions in Å:
C  1.060  -0.695  -0.112
C  0.215  -1.598  0.723
C  0.265  0.164  -1.164
C  -4.418  0.628  -0.157
C  4.124  0.465  0.955
N  1.778  0.310  0.794
N  0.619  -2.338  1.585
N  -0.576  1.077  -0.405
N  -3.204  -0.060  -0.477
N  -0.494  -0.584  -2.142
N  2.980  0.787  0.158
O  -2.140  0.847  1.571
O  -1.202  -1.289  0.336
S  -1.820  0.149  0.370
H  1.771  -1.207  -0.734
H  -3.071  -0.768  -1.180
H  0.957  0.713  -1.657
H  -4.538  0.725  0.982
H  -4.502  1.671  -0.589
H  -5.327  0.182  -0.662
H  4.378  -0.516  0.946
H  4.919  0.937  0.384
H  4.256  0.856  2.010
H  2.075  -0.137  1.566
H  0.069  -2.876  2.227
H  -0.046  1.679  0.227
H  -1.198  0.097  -2.578
H  0.132  -0.966  -2.911
H  2.936  1.748  -0.064

natural (NBO) atomic charge list, values in e, 6 entries:
1. C -0.18
2. C 0.58
3. C 0.09
4. C -0.46
5. C -0.45
6. N -0.47

The molecule C6H4. Source: OMol25; level of theory: the ωB97M-V functional and the def2-TZVPD basis.

Output
LUMO level (alpha / beta) ... -0.49 / -0.49 eV
HOMO energy (alpha / beta) ... -8.597 / -8.598 eV
Total charge ... 0
M ... 76.1 g/mol
Calculated total energy ... -6277.3225 eV
Energy relative to the best compared isomer or geometry (same formula, charge and spin) ... 497.2 kJ/mol
Max |F| ... 3.46 eV Å⁻¹
2S+1 ... 1

Atoms and positions in Å:
C  1.850  -0.582  -0.236
C  0.572  -0.737  0.292
C  1.428  0.700  -0.209
C  -0.578  0.010  0.662
C  -0.741  -1.161  -0.158
C  0.038  1.317  0.148
H  -1.156  -1.368  -1.151
H  -0.974  -2.034  0.364
H  0.187  2.021  0.854
H  -0.625  1.834  -0.565

natural (NBO) atomic charge list, values in e, 6 entries:
1. C -0.22
2. C 0.08
3. C 0.13
4. C -0.06
5. C -0.43
6. C -0.48